{"formula": "C4H7FN2", "method": "ωB97M-V/def2-TZVPD", "species": ["C", "C", "C", "C", "N", "N", "F", "H", "H", "H", "H", "H", "H", "H"], "xyz": [[-0.45071, 1.35678, -0.14663], [-0.55755, -0.15489, -0.53845], [2.30962, 0.00591, -0.42507], [-0.84910, -1.05622, 0.65376], [0.86068, 1.66670, 0.43947], [1.65151, 0.70303, 0.31631], [2.67407, -1.22936, -0.16498], [-0.82722, 1.90758, -0.99228], [-1.04789, 1.71162, 0.72744], [-1.21995, -0.26887, -1.32337], [0.26033, -0.58213, -1.05909], [-1.81998, -0.93048, 1.08801], [0.02798, -1.08801, 1.30360], [-1.01179, -2.04166, 0.12129]], "forces_ev_per_angstrom": [[-0.3, -1.7, 1.0], [-0.6, 1.4, 2.2], [1.9, -1.2, -1.7], [0.0, -1.9, -2.4], [1.6, -1.0, -0.1], [-1.9, 3.3, 0.7], [-0.1, -0.3, 0.6], [0.8, 1.0, -0.4], [-0.5, -0.9, -0.8], [-2.4, 0.0, -1.2], [1.5, 0.3, -0.2], [-0.2, 0.7, 0.8], [-0.6, -0.2, 0.3], [0.7, 0.4, 1.1]], "relative_energy_kcal_mol": 104.2, "multiplicity": 1, "e_homo_ev": [-9.024, -9.027], "total_energy_ha": -365.81245}


{"formula": "C22H28BF3O2S3", "method": "ωB97M-V/def2-TZVPD", "species": ["C", "C", "C", "C", "C", "B", "C", "C", "C", "C", "C", "F", "F", "F", "C", "C", "O", "C", "C", "C", "C", "C", "C", "O", "S", "H", "H", "H", "H", "H", "H", "H", "H", "H", "H", "H", "H", "H", "H", "H", "H", "H", "H", "H", "H", "H", "C", "C", "S", "C", "S", "C", "H", "H", "H", "H", "H", "H", "H"], "xyz": [[-2.40232, 4.28624, -0.97386], [-1.11550, 3.95968, -0.32718], [-0.83415, 3.98711, 1.03218], [0.48769, 3.56338, 1.33621], [1.22569, 3.21712, 0.20807], [-1.63214, -0.88441, 0.10608], [2.62512, 2.83965, 0.16483], [3.36490, 2.68123, 1.35653], [4.59881, 2.04631, 1.33735], [5.11371, 1.60552, 0.12439], [6.40660, 0.84066, 0.09313], [6.35816, -0.19050, -0.81311], [7.46685, 1.63460, -0.26861], [6.71790, 0.28775, 1.30318], [4.47377, 1.87851, -1.08292], [3.24674, 2.51526, -1.06248], [-2.07607, -1.35899, 1.31364], [-3.01447, -2.41538, 0.99014], [-2.30594, -3.74979, 1.21848], [-4.17871, -2.32210, 1.95885], [-3.36199, -2.14532, -0.53821], [-3.57376, -3.36531, -1.40771], [-4.55449, -1.20376, -0.71039], [-2.17903, -1.44687, -1.01894], [0.26740, 3.46807, -1.23753], [-3.04712, 4.79710, -0.25358], [-2.23728, 4.93259, -1.84307], [-2.91141, 3.37347, -1.31120], [-1.57320, 4.29492, 1.76846], [0.89318, 3.49423, 2.33933], [2.94683, 3.02121, 2.30366], [5.14637, 1.87866, 2.26163], [4.93148, 1.58638, -2.02486], [2.76428, 2.76920, -2.00746], [-3.01176, -4.58486, 1.11559], [-1.47000, -3.90446, 0.52141], [-1.90567, -3.77136, 2.24155], [-4.95083, -3.05455, 1.68876], [-3.83365, -2.56048, 2.97236], [-4.62252, -1.32063, 1.97197], [-4.47761, -3.90193, -1.08976], [-3.71588, -3.05189, -2.44854], [-2.72404, -4.05429, -1.36242], [-5.48094, -1.69403, -0.38618], [-4.43131, -0.26748, -0.14678], [-4.66617, -0.94805, -1.77240], [1.43016, -2.43122, -0.87525], [2.60522, -1.96925, -0.02460], [2.14418, -0.47453, 0.91735], [-0.52087, 0.50543, 0.09294], [0.96946, 0.26156, -0.61223], [0.93335, -1.23885, -1.66839], [1.74511, -3.22071, -1.56341], [0.62662, -2.82982, -0.24644], [2.90658, -2.69413, 0.73690], [3.46562, -1.70652, -0.65285], [-0.64079, 1.32552, 0.78919], [1.65840, -0.96708, -2.44486], [-0.07050, -1.32277, -2.08895]], "forces_ev_per_angstrom": [[-0.3, 0.0, -0.3], [1.0, 0.0, 1.2], [0.0, -0.1, -0.9], [0.3, -0.2, -1.0], [-1.0, 1.4, 0.5], [3.0, 3.9, 0.8], [0.9, -0.4, -0.1], [-0.2, 0.0, -0.4], [-0.1, 0.2, -0.2], [0.4, -0.2, 0.1], [0.5, -0.3, 0.0], [0.2, 0.8, 0.7], [-0.7, -0.7, 0.3], [-0.1, 0.4, -1.0], [-0.1, 0.2, 0.2], [0.0, 0.2, 0.3], [-0.5, -0.3, -0.8], [0.0, -0.3, 0.0], [0.1, -0.2, 0.0], [-0.3, 0.0, 0.0], [-0.1, 0.0, 0.2], [0.0, -0.4, 0.1], [-0.1, 0.2, 0.0], [-0.2, -0.2, 0.5], [0.0, 0.1, 0.9], [0.0, 0.0, -0.2], [-0.2, -0.1, 0.1], [0.1, 0.2, 0.0], [0.2, -0.1, -0.1], [-0.1, 0.0, -0.1], [0.1, -0.2, -0.3], [-0.1, 0.0, -0.2], [-0.1, 0.0, 0.2], [0.0, -0.2, 0.3], [0.2, 0.2, 0.0], [-0.2, 0.1, 0.2], [-0.1, 0.1, -0.3], [0.1, 0.2, 0.1], [0.0, 0.1, -0.2], [0.1, -0.2, 0.0], [0.2, 0.1, -0.1], [0.1, 0.0, 0.2], [-0.2, 0.1, 0.0], [0.2, 0.1, 0.0], [0.0, -0.3, -0.1], [0.1, -0.1, 0.2], [-0.2, 0.0, 0.2], [0.5, 0.0, 0.4], [1.3, -1.5, 0.5], [-2.5, -3.8, -1.5], [-2.0, 1.6, -0.1], [0.2, 0.4, 0.1], [0.0, 0.0, 0.1], [0.1, 0.1, 0.0], [0.1, -0.1, -0.3], [-0.1, -0.3, 0.1], [0.2, 0.0, -0.3], [-0.2, -0.2, 0.0], [0.2, 0.0, 0.1]], "relative_energy_kcal_mol": 0.0, "multiplicity": 1, "e_homo_ev": -6.485, "total_energy_ha": -2524.64449}


{"formula": "C4H11N2", "method": "ωB97M-V/def2-TZVPD", "species": ["C", "N", "C", "C", "C", "N", "H", "H", "H", "H", "H", "H", "H", "H", "H", "H", "H"], "xyz": [[1.74345, 0.86018, 0.39606], [0.67703, 0.61224, -0.67737], [-0.56336, -0.13619, -0.29270], [-0.54995, -1.70146, -0.12140], [-1.62834, 0.82237, 0.63241], [-1.71888, 0.49207, -0.81379], [2.68004, 0.51384, -0.11800], [1.87709, 1.84160, 0.81951], [1.46965, 0.10840, 1.09468], [1.13942, 0.06348, -1.39223], [0.53765, 1.60221, -1.12458], [-0.55684, -2.21313, 0.81066], [0.37993, -2.02936, -0.71694], [-1.38816, -2.08775, -0.64026], [-2.26765, 0.41816, 1.35502], [-1.15478, 1.77804, 0.82654], [-2.35099, -0.22894, -1.28218]], "forces_ev_per_angstrom": [[1.0, -2.3, -1.5], [0.8, 2.6, -0.6], [-3.1, 1.1, 3.6], [2.8, 1.5, -2.4], [3.1, -1.7, -3.7], [-0.4, -0.7, -1.2], [-0.6, 0.6, 0.9], [-0.7, 0.4, -0.2], [0.3, -0.3, 1.2], [0.1, -0.1, -0.4], [-0.8, -2.5, 0.7], [0.4, 0.5, 1.2], [-1.3, 0.0, 0.9], [-0.9, -0.3, -0.8], [-0.6, -0.9, 0.8], [-0.6, 0.2, -0.1], [0.4, 1.7, 1.6]], "smiles": "C[NH2+][C@@]1(C)CN1", "total_charge": 1, "relative_energy_kcal_mol": 84.0, "multiplicity": 1, "e_homo_ev": -13.709, "total_energy_ha": -268.17097}


{"formula": "C15H19Cl3CrF3O4PS2Si", "method": "ωB97M-V/def2-TZVPD", "species": ["Cr", "F", "C", "F", "F", "C", "S", "O", "O", "O", "H", "H", "H", "C", "P", "C", "C", "H", "H", "H", "H", "H", "H", "H", "H", "H", "Cl", "Si", "Cl", "Cl", "C", "C", "O", "S", "C", "C", "C", "C", "C", "C", "C", "C", "H", "H", "H", "H", "H", "H", "H"], "xyz": [[0.07427, 0.30839, -0.10335], [-0.09500, 0.58620, 2.79427], [-0.91763, 0.62442, 1.68131], [-1.44763, 1.89869, 1.73277], [-1.95402, -0.18337, 2.00615], [1.40031, 3.23782, 1.86785], [1.77732, 2.37457, 0.36728], [2.95822, 2.98429, -0.18181], [0.56590, 2.43156, -0.49866], [1.92885, 0.92779, 0.70709], [2.11938, 4.04829, 1.95130], [1.48591, 2.54060, 2.69682], [0.38277, 3.61210, 1.80102], [2.39805, 1.29956, -2.90198], [1.20028, 0.02549, -2.39475], [-0.04939, 0.14888, -3.71629], [2.09376, -1.47943, -2.91566], [2.68681, 1.11836, -3.93880], [3.27671, 1.27127, -2.25762], [1.95489, 2.28936, -2.79990], [0.43422, 0.14678, -4.69620], [-0.63341, 1.05928, -3.58565], [-0.73321, -0.69608, -3.63295], [2.42364, -1.36325, -3.95128], [1.44147, -2.34560, -2.83406], [2.95626, -1.64381, -2.27095], [2.17489, -2.72921, 0.36812], [0.16302, -2.07190, 0.28085], [-0.68139, -3.04743, 1.91923], [-0.62718, -3.20288, -1.33043], [-9.54677, 4.94809, -2.72045], [-8.44572, 3.95943, -2.41281], [-8.24505, 3.51541, -1.31886], [-7.47400, 3.55738, -3.86832], [-6.07728, 2.72773, -3.17164], [-4.83301, 3.35379, -3.20403], [-3.72593, 2.72318, -2.66146], [-3.84322, 1.46191, -2.06228], [-5.09659, 0.84774, -2.04041], [-6.20263, 1.46990, -2.59535], [-2.68963, 0.84269, -1.47636], [-1.70590, 0.32806, -0.97829], [-10.38705, 4.77561, -2.05206], [-9.86341, 4.88863, -3.76182], [-9.15395, 5.95009, -2.54145], [-4.73804, 4.33288, -3.65649], [-2.75649, 3.20537, -2.66893], [-5.19464, -0.12716, -1.58148], [-7.16856, 0.98235, -2.57553]], "forces_ev_per_angstrom": [[0.5, 0.7, -0.2], [0.0, -0.1, 0.0], [-0.1, 0.2, 0.5], [0.0, 0.0, -0.1], [-0.1, 0.0, 0.0], [0.0, 0.1, 0.1], [0.0, -0.2, -0.2], [0.0, 0.0, 0.0], [0.1, -0.2, 0.3], [-0.1, 0.1, 0.0], [0.0, 0.0, 0.1], [0.0, 0.0, 0.0], [0.0, 0.0, 0.0], [0.0, 0.1, 0.1], [-0.2, -0.3, -0.2], [0.0, 0.0, 0.0], [0.1, 0.0, 0.0], [0.0, 0.0, 0.0], [0.0, 0.0, 0.0], [0.0, 0.0, 0.0], [0.0, 0.0, 0.0], [0.0, 0.0, 0.0], [0.0, 0.0, 0.0], [0.0, 0.0, 0.0], [0.0, 0.0, 0.0], [0.0, 0.0, 0.0], [-0.1, 0.0, 0.0], [0.0, -0.5, 0.0], [0.0, 0.0, 0.0], [0.0, 0.0, 0.1], [0.0, 0.0, -0.1], [0.0, 0.0, -0.1], [0.1, 0.0, 0.0], [-0.1, 0.1, 0.0], [0.1, 0.0, 0.1], [0.0, -0.1, 0.0], [-0.1, 0.0, 0.0], [0.3, 0.0, 0.1], [-0.1, -0.1, 0.0], [0.0, -0.1, 0.0], [-0.3, -0.1, -0.2], [-0.1, 0.2, -0.1], [0.0, 0.0, 0.0], [0.0, 0.0, 0.0], [0.0, 0.0, 0.0], [0.0, 0.0, 0.0], [0.0, 0.0, 0.0], [0.0, 0.0, 0.0], [0.0, 0.0, 0.0]], "total_charge": -1, "s2": 3.822, "multiplicity": 4, "e_homo_ev": [-5.626, -5.847], "total_energy_ha": -5036.07981}


{"formula": "C8H16Cl2OPb", "method": "ωB97M-V/def2-TZVPD", "species": ["Pb", "Cl", "Cl", "C", "H", "H", "C", "C", "H", "C", "H", "C", "H", "H", "C", "H", "H", "C", "H", "H", "H", "H", "C", "O", "H", "H", "H", "H"], "xyz": [[-0.62768, 0.47634, 0.72638], [-0.32080, 1.86602, 2.82853], [-2.38682, -1.34359, 1.32701], [-2.07496, 1.61742, -0.27079], [-2.95098, 0.99220, -0.47516], [-2.22178, 2.57799, 0.24674], [-0.15737, 0.86403, -1.87528], [-1.11801, 1.84044, -1.58483], [-0.43051, -0.19604, -1.72470], [-0.59962, 3.30033, -1.59436], [-1.77161, 1.83668, -2.47707], [0.23696, 3.58682, -2.83787], [-1.45932, 3.97535, -1.59575], [-0.01834, 3.50523, -0.69153], [1.35775, 2.57346, -3.03393], [-0.40357, 3.48847, -3.72140], [0.64235, 4.60714, -2.84744], [0.85845, 1.10913, -2.90557], [1.83342, 2.70724, -4.02141], [2.12754, 2.74424, -2.27401], [0.39851, 0.88950, -3.88127], [1.72240, 0.43790, -2.77389], [0.36587, -2.08817, 2.95893], [0.76616, -1.83015, 1.60314], [0.44437, -1.14684, 3.51168], [1.05141, -2.83819, 3.37113], [-0.67670, -2.43092, 3.01091], [0.22714, -2.42184, 1.05319]], "forces_ev_per_angstrom": [[1.5, -1.3, 2.3], [0.1, -0.4, -0.3], [0.4, 0.2, -0.2], [0.0, 1.5, -3.2], [0.1, 0.5, 0.2], [-0.4, -0.5, -0.3], [1.2, -2.7, 0.5], [-3.4, 3.1, 1.5], [-0.1, 0.5, -0.6], [0.3, -0.1, -0.2], [-0.4, -0.3, 0.1], [0.0, -0.3, -0.5], [0.0, -0.1, 0.2], [0.0, -0.1, 0.1], [0.3, -0.3, 0.5], [-0.2, 0.2, 0.0], [-0.2, -0.2, 0.1], [1.2, 0.7, -0.6], [-0.2, -0.1, 0.4], [0.0, 0.0, -0.1], [0.0, -0.4, 0.1], [-0.4, 0.1, -0.2], [0.1, -0.1, 0.2], [-0.5, -0.1, -0.3], [0.1, -0.2, 0.0], [-0.2, 0.2, 0.1], [0.4, 0.1, 0.0], [0.2, 0.2, 0.1]], "relative_energy_kcal_mol": 0.0, "multiplicity": 1, "e_homo_ev": [-8.677, -8.513], "total_energy_ha": -1502.82066}


{"formula": "C7H12O", "method": "ωB97M-V/def2-TZVPD", "species": ["C", "C", "C", "C", "C", "C", "C", "O", "H", "H", "H", "H", "H", "H", "H", "H", "H", "H", "H", "H"], "xyz": [[-1.74388, 0.28280, -0.12473], [-0.65805, 1.34841, -0.45801], [0.60466, 1.06110, 0.57775], [1.79490, 0.41181, -0.25469], [1.55363, -0.99305, -0.35019], [0.00741, -0.95660, -0.18677], [-1.52884, -1.07478, -0.10754], [0.03855, -0.30535, 1.09171], [-2.06504, 0.82419, 0.91976], [-2.49900, 0.82970, -0.83695], [-0.27337, 1.22921, -1.51782], [-1.04080, 2.35497, -0.49623], [0.82602, 1.82662, 1.25696], [2.76149, 0.61787, 0.23952], [1.85490, 1.01903, -1.26232], [2.11403, -1.50970, -1.28570], [1.77234, -1.34986, 0.72724], [-0.28361, -0.35430, -1.08314], [-1.70155, -1.61631, 0.72423], [-1.95276, -1.90683, -0.69407]], "forces_ev_per_angstrom": [[-5.7, 11.0, 1.2], [2.7, -0.6, -0.4], [-2.1, -4.4, -3.4], [1.3, 6.0, -1.0], [0.5, -5.4, 0.2], [0.0, 0.2, -1.5], [1.4, -7.6, -1.9], [1.9, 4.3, 0.2], [0.2, -2.1, -2.1], [0.2, -2.1, 0.9], [-0.3, 0.4, 1.1], [-0.4, 0.4, 0.8], [0.2, 0.6, 1.4], [-0.3, -0.1, -0.2], [-0.1, -1.4, 1.6], [-1.5, 0.9, 2.4], [0.9, -0.5, -2.2], [2.5, -0.2, 0.5], [-1.0, -0.7, 3.9], [-0.3, 1.3, -1.7]], "smiles": "C1C[C@@H]2CC[C@@H](C1)O2", "relative_energy_kcal_mol": 175.8, "multiplicity": 1, "e_homo_ev": -8.999, "total_energy_ha": -348.86846}